DFT (wB97M-V/def2-TZVPD) results for one molecule with the formula C4H4N2OS.

Geometry as XYZ:
```
12
Properties=species:S:1:pos:R:3:lowdin_charge:R:1
O -1.144 2.152 0.012 0.104
C -0.690 1.025 -0.095 -0.428
C -1.546 -0.163 -0.199 -0.740
S -3.184 -0.232 0.050 0.686
N -0.589 -1.173 -0.109 0.018
N 0.730 -0.743 -0.554 -0.037
C 1.467 -0.178 0.598 -0.046
C 0.683 0.699 -0.388 -0.175
H -0.783 -2.204 -0.321 0.184
H 1.258 -0.325 1.701 0.138
H 2.565 -0.234 0.452 0.108
H 1.233 1.375 -1.147 0.189
```

Calculated values
- SMILES string = O=C1C(=S)NN2C[C@H]12
- HOMO (eV) = -8.906
- multiplicity = 1